Entry 1:
C19H28BrN3O4S in the gas phase. Source: the Open Molecules 2025 dataset; level of theory: wB97M-V/def2-TZVPD.

The geometry in XYZ format:
```
56
Properties=species:S:1:pos:R:3:forces:R:3
C -3.177 -0.665 -0.444 -0.057 -0.287 0.251
H -2.400 -1.431 -0.501 -0.094 0.046 -0.056
O -2.901 0.414 -1.314 0.061 0.334 -0.200
C -2.792 0.182 -2.651 0.010 -0.019 -0.433
C -3.023 -1.051 -3.250 -0.006 0.095 0.409
C -2.911 -1.200 -4.621 0.069 0.174 -0.251
C -2.562 -0.110 -5.394 -0.023 -0.161 -0.205
C -2.312 1.123 -4.815 -0.057 -0.124 0.046
C -2.426 1.284 -3.447 -0.015 -0.051 0.211
C -2.125 2.615 -2.799 -0.103 0.023 -0.053
N -1.139 2.458 -1.754 -0.388 -0.061 0.287
C 0.163 2.766 -1.910 0.341 0.007 0.515
O 0.593 3.440 -2.822 0.193 0.159 -0.400
C 1.073 2.151 -0.843 -0.113 -0.035 -0.187
C 0.568 2.343 0.589 0.231 -0.028 0.001
C 1.423 1.546 1.575 -0.365 0.522 0.277
N 1.512 0.141 1.221 -0.829 -0.528 0.137
S 0.123 -0.767 1.548 0.017 -0.494 0.461
O -0.174 -1.598 0.419 0.433 -0.051 -0.103
O -0.912 0.092 2.040 0.201 0.282 0.225
N 0.522 -1.782 2.780 -0.559 0.361 -0.599
C 1.427 -2.867 2.474 0.438 -0.286 -0.450
C 2.889 -2.485 2.704 -0.090 -0.186 0.212
C 3.068 -1.982 4.135 0.090 0.247 -0.215
C 2.137 -0.795 4.373 -0.076 -0.253 0.140
C 0.691 -1.208 4.096 0.048 0.562 0.381
H 0.375 -1.960 4.828 -0.031 0.048 -0.048
H 0.011 -0.358 4.153 0.003 -0.070 0.265
H 2.418 0.019 3.704 0.029 0.082 0.050
H 2.221 -0.443 5.403 -0.014 0.073 -0.001
H 2.826 -2.784 4.836 0.035 -0.062 0.080
H 4.105 -1.687 4.304 0.006 -0.064 0.068
H 3.170 -1.695 2.005 0.079 -0.039 -0.040
H 3.523 -3.354 2.521 0.017 -0.005 -0.067
H 1.159 -3.714 3.116 -0.029 0.033 -0.059
H 1.241 -3.142 1.436 0.082 -0.247 0.103
C 2.052 -0.053 -0.111 -0.020 -0.326 -0.657
C 1.212 0.658 -1.169 0.295 0.024 0.132
H 0.229 0.182 -1.187 0.009 0.013 -0.120
H 1.672 0.534 -2.151 -0.048 -0.010 -0.039
H 2.067 -1.125 -0.305 0.224 0.078 -0.129
H 3.078 0.328 -0.111 -0.030 -0.063 0.057
H 0.985 1.606 2.571 0.168 0.203 0.025
H 2.445 1.939 1.608 -0.044 -0.066 0.058
H -0.456 1.987 0.699 0.009 0.125 0.003
H 0.595 3.401 0.856 -0.072 0.022 0.015
H 2.055 2.627 -0.945 -0.125 0.030 -0.071
H -1.416 1.821 -1.023 0.140 0.083 -0.072
H -3.040 3.029 -2.361 0.099 0.040 -0.098
H -1.721 3.315 -3.532 -0.122 -0.060 0.083
H -2.022 1.962 -5.429 0.040 0.082 -0.047
Br -2.414 -0.305 -7.281 -0.003 0.016 0.141
H -3.094 -2.159 -5.079 -0.010 -0.057 -0.036
H -3.288 -1.909 -2.653 -0.037 -0.076 0.089
H -4.160 -1.099 -0.649 0.028 0.028 -0.020
H -3.163 -0.239 0.558 -0.034 -0.083 -0.067
```
Forces are in eV/Å.

Its frontier orbital gap is 0.334 Eh. For the energy relative to the best compared isomer or geometry (same formula, charge and spin), the calculation gives 0.26 kcal/mol. As for the structure (SMILES): COc1ccc(Br)cc1CNC(=O)C1CCN(S(=O)(=O)N2CCCCC2)CC1. The value obtained for the largest force on an atom is 1.0 eV/A. Its HOMO energy is -8.42 eV.

natural (NBO) population analysis, charges in e, atoms 1 to 8:
1 C -0.264
2 H 0.202
3 O -0.535
4 C 0.374
5 C -0.303
6 C -0.220
7 C -0.097
8 C -0.208



Entry 2:
A molecular structure, C19H28BrO2Ti at a distorted geometry. Source: the Open Molecules 2025 dataset; level of theory: wB97M-V/def2-TZVPD.

The geometry in XYZ format:
```
51
Properties=species:S:1:pos:R:3:forces:R:3
O 0.882 -0.042 -5.087 0.329 0.751 -2.672
C 1.148 1.123 -5.954 0.030 0.537 0.859
C 1.253 0.323 -7.232 -0.177 -0.151 0.145
H 2.080 1.639 -5.677 -0.408 -0.072 0.231
H 0.299 1.822 -5.963 0.318 -0.116 0.222
C 1.011 -0.877 -6.301 0.232 -0.346 -0.205
H 2.234 0.328 -7.719 -0.277 0.021 0.025
H 0.448 0.538 -7.941 0.208 -0.171 -0.007
C 2.237 -1.754 -6.220 0.054 -0.295 -0.118
H 3.140 -1.138 -6.092 -0.241 -0.263 0.140
H 2.330 -2.306 -7.161 0.070 0.031 -0.026
H 2.136 -2.478 -5.410 0.186 0.082 -0.025
C -0.234 -1.667 -6.639 -0.174 -0.031 0.119
H -1.095 -1.003 -6.791 0.180 -0.133 -0.028
H -0.487 -2.361 -5.833 0.016 -0.007 -0.234
H -0.039 -2.228 -7.565 -0.178 0.092 0.223
Ti 0.442 -0.331 -2.024 -1.410 -0.019 1.707
C -0.513 -0.495 0.095 -1.018 1.306 0.340
C -0.434 0.939 0.218 -1.099 -1.544 0.156
C -1.477 1.498 -0.566 -0.569 -0.644 0.122
H 0.215 1.482 0.901 -0.020 -0.178 -0.387
C -2.177 0.454 -1.213 -0.141 0.138 1.196
C -1.549 -0.788 -0.881 -0.584 0.761 0.904
H -1.927 -1.771 -1.146 -0.048 0.314 0.205
H -0.076 -1.203 0.797 0.057 0.299 -0.526
H -1.718 2.554 -0.614 0.064 -0.052 -0.153
H -3.140 0.542 -1.719 0.483 0.093 -0.203
C 1.387 -2.240 -0.920 0.687 -0.565 -0.556
C 0.368 -2.658 -1.822 0.885 -0.270 -0.602
C 0.709 -2.198 -3.134 0.934 -0.742 0.143
H -0.507 -3.265 -1.592 0.285 0.422 0.065
C 1.985 -1.508 -3.019 0.348 -1.178 -0.572
C 2.385 -1.538 -1.652 -0.364 -1.144 -0.195
H 3.319 -1.150 -1.245 -0.522 0.023 -0.155
H 1.473 -2.501 0.137 -0.237 0.301 -0.445
H 0.132 -2.386 -4.031 0.234 -0.008 0.229
H 2.600 -1.145 -3.842 -0.429 0.083 0.576
O -0.791 1.269 -3.335 -0.068 0.758 -0.414
C -1.817 0.861 -4.249 0.842 -0.148 -0.150
C -2.474 2.115 -4.801 -0.153 0.100 0.056
H -2.486 0.151 -3.752 0.152 0.261 0.035
H -1.307 0.346 -5.073 -0.224 -0.111 0.222
C -1.486 3.237 -4.469 0.545 0.396 -0.775
H -3.471 2.314 -4.405 0.085 -0.096 0.128
H -2.552 1.992 -5.881 -0.275 0.164 -0.043
C -0.433 2.676 -3.536 0.094 -1.281 0.430
H -1.934 4.131 -4.046 -0.250 0.018 -0.039
H -0.962 3.524 -5.391 -0.287 0.240 0.106
H -0.396 3.174 -2.560 -0.058 -0.338 -0.137
H 0.582 2.693 -3.959 -0.325 0.119 0.220
Br 1.961 1.429 -1.576 2.220 2.592 -0.139
```
Forces are in eV/Å.

Its frontier orbital gap (spin up / spin down) is 0.132 / 0.220 Eh. For the energy relative to the best compared isomer or geometry (same formula, charge and spin), the calculation gives 48.17 kcal/mol. The value obtained for the largest force on an atom is 3.4 eV/A. Its HOMO energy (spin up / spin down) is -0.92 / -3.34 eV. The expectation value of S² is 2.01. Its charge is -1. The multiplicity is 3.

natural (NBO) population analysis, charges in e, atoms 1 to 8:
1 O -0.517
2 C -0.061
3 C -0.462
4 H 0.191
5 H 0.172
6 C 0.281
7 H 0.202
8 H 0.197



Entry 3:
2 unconnected molecules or ions with the total composition C19H28ClFN3O2 at a distorted geometry. Source: the Open Molecules 2025 dataset; level of theory: wB97M-V/def2-TZVPD.

The geometry in XYZ format:
```
54
Properties=species:S:1:pos:R:3:forces:R:3
Cl 0.787 5.590 -3.919 0.283 -0.767 -0.055
C 1.447 3.927 -4.095 -0.114 0.839 -0.422
N 1.218 3.086 -2.882 -0.113 0.112 0.166
C 1.890 3.703 -1.667 0.411 1.098 -1.010
C 1.660 2.842 -0.470 -0.609 -1.335 0.588
N 0.880 1.661 -0.929 0.209 2.647 -2.763
F 0.680 0.776 0.255 -0.383 -3.622 3.884
C 1.597 0.840 -1.933 -0.664 -0.141 1.441
C 1.814 1.718 -3.128 0.433 0.334 -1.208
C -0.469 2.085 -1.385 0.625 -0.855 1.106
C -0.268 2.938 -2.593 -0.111 0.933 -1.279
H 0.946 3.469 -4.956 0.171 0.010 0.326
H 2.524 4.022 -4.269 -0.311 -0.157 0.104
H 2.959 3.798 -1.908 -0.367 0.080 -0.031
H 1.439 4.696 -1.549 0.303 -0.228 -0.085
H 2.587 2.473 -0.017 -0.221 0.022 -0.033
H 1.043 3.349 0.284 0.258 -0.217 -0.072
H 2.520 0.491 -1.458 -0.112 -0.068 -0.020
H 0.956 -0.023 -2.147 0.192 0.134 0.073
H 1.315 1.306 -4.016 0.237 0.212 0.106
H 2.884 1.863 -3.327 -0.300 0.035 -0.119
H -1.052 1.180 -1.590 0.120 0.180 0.121
H -0.919 2.647 -0.557 0.026 -0.282 -0.166
H -0.644 3.957 -2.440 0.018 -0.315 -0.222
H -0.724 2.495 -3.491 0.166 0.276 0.189
C 1.141 -5.161 -0.123 -0.070 -0.093 -0.076
C 1.372 -4.145 0.970 0.036 0.643 -0.163
O 1.391 -2.830 0.318 0.484 -0.325 -0.111
C 1.839 -1.737 0.991 -1.037 1.245 1.321
C 0.904 -1.104 1.995 2.050 0.421 -1.662
C 1.487 -0.120 2.929 0.307 0.331 0.543
N -0.333 -1.499 1.996 -2.849 -1.138 0.012
C -1.292 -1.089 2.781 1.256 0.579 0.220
C -2.666 -1.503 2.617 -0.743 -0.281 -0.184
C -3.685 -0.928 3.420 0.536 -0.291 -0.424
C -5.013 -1.291 3.236 -0.076 -0.190 -0.175
C -5.349 -2.243 2.258 0.186 0.062 0.032
C -4.348 -2.827 1.462 0.138 0.268 0.252
C -3.010 -2.458 1.634 -0.488 0.176 0.251
O 2.895 -1.179 0.731 0.040 -0.621 -0.612
H 1.181 -6.168 0.295 -0.031 0.016 0.042
H 0.159 -5.026 -0.583 0.109 0.032 0.029
H 1.910 -5.093 -0.899 -0.097 0.080 0.142
H 0.567 -4.160 1.715 0.177 0.057 -0.083
H 2.342 -4.324 1.456 -0.232 0.191 -0.060
H 2.555 -0.052 2.714 -0.147 0.139 0.246
H 1.035 0.882 2.831 0.059 -0.233 0.108
H 1.333 -0.451 3.967 0.126 0.162 -0.090
H -1.078 -0.372 3.595 -0.147 -0.170 -0.227
H -3.392 -0.191 4.174 -0.193 -0.231 -0.202
H -5.793 -0.833 3.857 0.313 -0.251 -0.299
H -6.395 -2.529 2.120 0.369 0.085 0.038
H -4.612 -3.572 0.704 0.056 0.289 0.310
H -2.212 -2.887 1.024 -0.279 0.123 0.205
```
Forces are in eV/Å.

Its frontier orbital gap is 0.145 Eh. The value obtained for the largest force on an atom is 5.3 eV/A. Its HOMO energy is -7.67 eV. Its charge is +1.

natural (NBO) population analysis, charges in e, atoms 1 to 8:
1 Cl 0.023
2 C -0.209
3 N -0.210
4 C -0.250
5 C -0.268
6 N 0.046
7 F -0.293
8 C -0.275